Entry 1:
The following is a quantum chemistry calculation of a structure of composition C36H38Cl2GaGe2N3O4S2 in a non-equilibrium geometry, from the Open Molecules 2025 dataset.

Each line ends with the Mulliken charge.
Geometry (Å):
Ga -0.469 1.041 -0.266  -0.531
O -1.147 0.797 4.167  -0.755
C 0.147 0.911 4.511  0.272
C 0.465 0.900 5.869  -0.783
C 1.775 0.989 6.285  -0.383
C 2.803 1.115 5.354  -0.907
C 2.507 1.149 4.012  -0.604
C 1.184 1.035 3.565  0.164
C 0.913 1.065 2.134  0.779
O -0.313 1.013 1.697  0.257
N 1.939 1.123 1.328  -0.753
N 1.639 1.172 0.016  1.056
C 2.649 1.342 -0.769  -0.105
S 2.483 1.432 -2.495  0.080
C 4.179 2.064 -2.750  -0.788
C 5.080 1.392 -1.745  -0.585
S 4.258 1.464 -0.110  0.049
H -1.200 0.878 3.195  0.309
H -0.350 0.819 6.572  0.471
H 2.003 0.963 7.339  0.412
H 3.827 1.188 5.685  0.447
H 3.277 1.274 3.267  0.482
H 4.149 3.143 -2.607  0.318
H 4.458 1.833 -3.775  0.485
H 6.036 1.906 -1.656  0.449
H 5.250 0.343 -1.985  0.255
Cl -0.704 5.850 -0.597  -0.205
C -0.673 4.767 -1.930  0.496
C -0.652 5.268 -3.236  -0.513
C -0.632 4.419 -4.316  0.733
Cl -0.587 5.067 -5.912  -0.248
C -0.634 3.019 -4.127  -0.417
C -0.614 2.066 -5.161  -0.949
C -0.599 0.730 -4.843  -1.240
C -0.604 0.335 -3.503  -0.242
N -0.636 1.203 -2.517  0.288
C -0.652 2.524 -2.794  0.813
C -0.668 3.400 -1.675  -0.881
O -0.679 2.905 -0.460  0.301
H -0.650 6.336 -3.381  0.501
H -0.606 2.401 -6.188  0.479
H -0.582 -0.031 -5.606  0.550
H -0.585 -0.714 -3.246  0.578
C -3.207 2.711 1.825  -1.220
C -3.403 1.270 1.392  -0.049
O -2.749 0.989 0.141  -0.530
H -3.622 2.862 2.816  0.433
H -3.704 3.386 1.129  0.406
H -2.144 2.950 1.840  0.176
H -4.469 1.037 1.268  0.484
H -2.977 0.579 2.121  -0.076
H -3.100 1.631 -0.494  0.294
C 2.797 -2.157 -1.551  -0.959
Ge 1.848 -2.615 0.147  1.040
C 2.924 -1.963 1.690  -1.037
C 1.741 -4.604 0.291  -1.286
Ge -0.507 -1.597 0.004  -0.015
C -1.587 -2.118 1.584  0.465
C -2.977 -2.047 1.622  0.145
C -3.670 -2.500 2.729  -0.761
C -2.986 -3.035 3.808  -0.618
C -1.604 -3.111 3.783  -0.891
C -0.911 -2.647 2.681  0.110
C -1.457 -2.244 -1.619  -0.183
C -0.797 -3.164 -2.426  0.087
C -1.371 -3.620 -3.598  -0.835
C -2.618 -3.152 -3.980  -0.627
C -3.286 -2.236 -3.184  -0.894
C -2.705 -1.775 -2.016  0.520
H 3.868 -2.208 -1.374  0.432
H 2.546 -1.156 -1.886  -0.003
H 2.558 -2.850 -2.352  0.520
H 3.827 -2.570 1.743  0.542
H 2.393 -2.070 2.632  0.425
H 3.210 -0.921 1.585  0.174
H 2.763 -4.968 0.371  0.480
H 1.285 -5.061 -0.582  0.399
H 1.195 -4.929 1.172  0.388
H -3.518 -1.639 0.781  0.279
H -4.747 -2.445 2.755  0.455
H -3.527 -3.394 4.668  0.403
H -1.067 -3.532 4.621  0.456
H 0.172 -2.714 2.654  0.103
H 0.180 -3.523 -2.125  0.039
H -0.845 -4.335 -4.214  0.478
H -3.063 -3.498 -4.899  0.415
H -4.261 -1.878 -3.480  0.472
H -3.215 -1.030 -1.419  0.226

Values from the calculation:
⟨S²⟩: 0.755
2S+1: 2
total charge: +1
maximum force: 0.031 Eh/bohr
Kohn-Sham gap (spin up / spin down): 7.33 / 4.71 eV
LUMO level (spin up / spin down): -2.99 / -5.58 eV

Entry 2:
The following is a quantum chemistry calculation of a cluster of 5 separate species, C36H38F32INO8 in total, from the Open Molecules 2025 dataset.

Each line ends with the Mulliken charge.
Geometry (Å):
C -2.308 4.539 1.759  -1.478
C -2.205 3.074 1.355  -0.346
C -3.504 2.283 1.022  -0.652
I -5.319 3.222 1.755  0.022
C -3.715 2.019 -0.432  0.362
C -3.952 0.809 -0.970  0.208
C -4.031 -0.524 -0.299  -0.337
C -5.438 -1.149 -0.445  -0.368
C -6.360 -0.738 0.703  0.156
C -7.855 -0.925 0.406  -0.869
N -8.203 -0.566 -0.974  -0.499
C -4.128 0.731 -2.460  0.014
O -3.683 -0.198 -3.103  -0.558
C -4.849 1.869 -3.082  -0.720
C -4.635 3.075 -2.552  1.059
C -5.254 4.339 -3.059  -1.320
O -6.098 4.911 -2.049  -0.379
C -7.358 4.441 -2.015  0.840
C -8.196 5.164 -1.001  -1.040
O -7.758 3.568 -2.737  -0.554
C -3.684 3.174 -1.400  0.663
O -2.924 4.110 -1.315  -0.608
H -2.704 4.638 2.769  0.399
H -2.887 5.131 1.054  0.328
H -1.299 4.959 1.778  0.397
H -1.726 2.534 2.175  0.452
H -1.541 2.986 0.496  0.388
H -3.460 1.354 1.577  0.526
H -3.307 -1.191 -0.765  -0.497
H -3.796 -0.470 0.764  0.307
H -5.888 -0.893 -1.403  0.301
H -5.308 -2.232 -0.422  0.282
H -6.186 0.307 0.973  -0.280
H -6.115 -1.363 1.567  0.351
H -8.414 -0.251 1.059  0.469
H -8.187 -1.936 0.670  0.311
H -9.170 -0.279 -1.032  0.222
H -8.095 -1.355 -1.597  0.202
H -5.495 1.708 -3.936  0.509
H -5.828 4.152 -3.966  0.475
H -4.491 5.087 -3.264  0.391
H -7.645 5.303 -0.074  0.249
H -9.092 4.570 -0.833  0.325
H -8.494 6.126 -1.416  0.305
C -0.760 -5.624 -2.427  -0.834
C -2.049 -5.311 -1.653  0.925
C -2.289 -3.863 -1.221  0.051
F -1.348 -3.445 -0.351  -0.249
F -3.491 -3.787 -0.599  -0.276
F -2.172 -6.135 -0.591  -0.275
F -3.071 -5.587 -2.515  -0.319
O 0.321 -6.175 -1.698  -0.384
C 1.273 -5.401 -1.105  0.816
C 1.312 -5.620 0.412  0.120
F 0.123 -5.327 0.970  -0.202
F 2.244 -4.789 0.940  -0.169
F 1.144 -4.097 -1.409  -0.277
F 2.478 -5.802 -1.571  -0.308
H -1.045 -6.421 -3.112  0.411
H -0.448 -4.779 -3.041  0.421
H -2.305 -3.196 -2.088  0.343
H 1.573 -6.654 0.639  0.195
C -0.306 1.228 -6.382  -0.858
C -1.784 0.929 -6.673  0.924
C -2.449 -0.209 -5.898  0.414
F -1.877 -1.401 -6.183  -0.243
F -3.748 -0.277 -6.268  -0.287
F -1.973 0.772 -8.000  -0.287
F -2.465 2.051 -6.287  -0.294
O 0.659 0.719 -7.283  -0.407
C 1.246 -0.502 -7.122  0.829
C 0.967 -1.424 -8.315  0.184
F -0.355 -1.615 -8.471  -0.213
F 1.550 -2.621 -8.080  -0.256
F 0.918 -1.084 -5.956  -0.274
F 2.586 -0.306 -7.107  -0.308
H -0.223 2.308 -6.499  0.436
H -0.052 1.005 -5.345  0.359
H -2.403 -0.033 -4.823  0.029
H 1.381 -0.988 -9.226  0.244
C 4.046 -2.311 2.898  -0.767
C 3.979 -0.776 2.851  0.907
C 4.404 -0.070 1.559  0.062
F 5.701 -0.286 1.272  -0.214
F 4.231 1.262 1.729  -0.266
F 4.647 -0.258 3.903  -0.201
F 2.660 -0.452 2.994  -0.339
O 5.171 -2.886 3.542  -0.364
C 6.340 -3.143 2.881  0.735
C 7.500 -2.331 3.471  0.196
F 7.215 -1.015 3.409  -0.222
F 8.616 -2.570 2.750  -0.260
F 6.233 -2.958 1.554  -0.280
F 6.645 -4.445 3.080  -0.305
H 3.209 -2.606 3.528  0.395
H 3.865 -2.751 1.918  0.374
H 3.785 -0.403 0.722  0.297
H 7.670 -2.612 4.512  0.254
C 8.231 1.248 7.792  -0.763
C 9.725 1.419 7.477  0.936
C 10.330 2.823 7.580  0.047
F 9.773 3.664 6.689  -0.217
F 11.653 2.740 7.312  -0.265
F 10.015 0.876 6.279  -0.254
F 10.382 0.695 8.433  -0.332
O 7.335 1.165 6.703  -0.320
C 6.719 2.263 6.168  0.798
C 7.086 2.450 4.693  0.712
F 8.418 2.600 4.548  -0.238
F 6.478 3.566 4.231  -0.277
F 6.948 3.378 6.884  -0.305
F 5.388 2.032 6.201  -0.293
H 8.169 0.263 8.252  0.391
H 7.897 1.966 8.542  0.305
H 10.200 3.223 8.590  0.287
H 6.756 1.589 4.108  -0.208

Values from the calculation:
2S+1: 1
total charge: 0
maximum force: 0.013 Eh/bohr
Kohn-Sham gap: 8.29 eV
LUMO level: -1.09 eV